14
Properties=species:S:1:pos:R:3:forces:R:3 method="wB97M-V/def2-TZVPD" smiles="C=CCCC=O" e_homo_ha=-0.339 orbital_gap_ev=9.68
C -0.02027 -2.44570 -0.98329 -2.38 -1.29 -2.18
C 0.65798 -1.32092 -1.17553 2.55 -1.75 -0.54
C 0.13437 -0.01631 -0.91188 -1.87 2.06 1.92
C -0.55999 0.24445 0.49910 -0.79 -5.20 -1.54
C -0.31480 1.53751 0.88032 3.07 4.30 3.81
O 0.28056 2.00754 1.86795 -1.44 -1.28 -2.05
H -0.21560 -3.15511 -1.95104 1.55 0.68 3.12
H -0.84275 -2.38676 -0.24922 -0.18 -0.12 -0.85
H 1.71913 -1.42877 -1.53860 -1.40 0.47 -0.79
H 0.81910 0.76587 -0.93251 1.90 1.04 -0.56
H -0.60113 0.25803 -1.66553 -0.01 -0.24 -0.29
H -1.65288 0.30900 0.31359 0.26 -1.04 0.41
H -0.18192 -0.58873 1.11917 -0.76 0.67 0.36
H -0.67216 2.17196 0.10825 -0.50 1.70 -0.83

***

90
Properties=species:S:1:pos:R:3:forces:R:3 method="wB97M-V/def2-TZVPD" e_homo_ha=-0.055 orbital_gap_ev=3.61 charge=-1
C -5.69987 3.10720 1.74976 -0.25 0.45 0.07
C -5.03125 3.79285 0.55686 0.81 -0.34 0.25
C -3.49158 3.88459 0.68533 -0.66 -0.58 -0.98
C -2.80644 3.76101 -0.70711 -0.01 1.13 1.11
C -1.57556 4.68200 -0.82112 0.53 -0.63 0.15
C -0.30757 4.07027 -1.46211 -0.37 0.43 -0.66
C -0.56742 2.96243 -2.48521 0.49 -0.73 0.35
C -0.38179 1.58077 -1.84443 -0.75 0.24 -0.20
C -1.04830 0.43280 -2.60318 0.41 -0.08 1.02
C -1.14768 -0.77678 -1.66877 0.57 -0.07 -0.46
C -1.24621 -2.09599 -2.42194 -0.37 -0.30 0.74
C -1.40561 -3.36395 -1.53522 -0.25 0.35 0.01
C -1.20487 -3.17500 -0.03724 0.49 -0.28 -0.10
C -1.30125 -4.49829 0.73527 -0.29 0.44 -0.05
C -2.71050 -4.67030 1.32216 0.63 0.22 -0.12
C -2.84454 -4.00062 2.68239 -0.28 -0.72 0.35
C -1.97703 -4.63476 3.79589 -0.23 0.93 -0.87
C -1.20252 -3.56581 4.55494 0.91 -0.48 0.67
N -0.39758 -4.12427 5.59950 -0.39 0.05 0.10
C -0.40622 -3.29006 6.75331 0.47 -0.41 -0.81
C 0.30347 -1.91779 6.59135 -0.53 0.20 0.85
C -0.18960 -0.95848 7.66438 0.62 -0.12 -0.16
S 0.62522 0.68233 7.62366 -0.28 0.31 0.05
H -5.97909 2.08390 1.52953 0.02 -0.22 -0.08
H -5.05794 3.08285 2.62458 0.14 0.07 0.14
H -6.60692 3.63435 2.03183 -0.19 -0.02 0.11
H -5.41302 4.79493 0.38516 -0.26 0.08 -0.09
H -5.22078 3.18962 -0.32379 -0.26 0.06 -0.32
H -3.18964 3.02124 1.26777 0.36 0.11 0.44
H -3.21011 4.81143 1.16895 0.12 0.08 0.31
H -2.54842 2.71864 -0.82083 -0.05 -0.20 -0.45
H -3.54071 4.08156 -1.43674 -0.07 -0.31 -0.44
H -1.29437 4.99825 0.17784 0.04 0.13 0.24
H -1.82181 5.59753 -1.34777 -0.26 0.11 -0.20
H 0.36971 3.69984 -0.69837 0.07 -0.13 0.15
H 0.21377 4.88017 -1.96892 0.20 0.15 0.07
H 0.14047 3.00645 -3.30938 0.06 0.27 -0.24
H -1.56328 3.00875 -2.91776 -0.17 0.23 -0.04
H -0.81089 1.60207 -0.84424 -0.05 0.01 0.24
H 0.67642 1.38187 -1.69822 0.25 -0.08 -0.02
H -0.42182 0.17029 -3.45365 -0.26 0.01 -0.42
H -2.05347 0.72942 -2.89370 -0.03 0.06 -0.47
H -0.23393 -0.78145 -1.07869 0.11 -0.10 0.27
H -1.96451 -0.64794 -0.96664 -0.22 0.05 0.09
H -0.34998 -2.21003 -3.02358 0.10 0.09 -0.32
H -2.11251 -2.03535 -3.07466 0.00 -0.01 -0.42
H -2.40020 -3.78063 -1.68687 -0.16 -0.13 -0.06
H -0.70575 -4.12508 -1.86661 0.13 -0.17 -0.13
H -1.94474 -2.49176 0.36845 -0.07 0.24 0.07
H -0.22723 -2.72429 0.12525 0.11 0.11 0.10
H -1.04549 -5.32663 0.07599 0.06 -0.12 -0.09
H -0.57025 -4.48054 1.53803 0.08 -0.15 0.15
H -2.95219 -5.72806 1.39030 -0.21 -0.14 0.07
H -3.40001 -4.17864 0.63537 -0.32 -0.25 -0.23
H -2.62002 -2.93962 2.59680 0.09 0.23 -0.04
H -3.89330 -4.08838 2.97030 -0.16 0.25 0.08
H -1.24243 -5.27386 3.31813 0.14 -0.47 0.22
H -2.59697 -5.20709 4.47383 0.03 -0.26 0.21
H -0.56485 -3.05907 3.79021 -0.27 0.32 -0.24
H -1.90812 -2.79096 4.92421 -0.22 0.05 -0.04
H 0.13300 -3.82628 7.54177 -0.11 0.04 0.33
H -1.44083 -3.08520 7.13459 -0.08 0.15 0.07
H 1.37540 -2.03952 6.71606 0.25 -0.08 -0.27
H 0.08876 -1.46769 5.62971 0.07 -0.09 -0.38
H -1.25249 -0.78110 7.54472 -0.17 0.23 -0.02
H -0.04755 -1.39837 8.64518 -0.01 0.03 0.28
H 1.76108 0.41317 8.27984 -0.05 -0.24 -0.03
C 7.50407 2.48308 -2.80112 -0.12 -0.02 0.12
O 6.13291 2.16554 -2.86264 0.09 -0.13 -0.30
C 5.36812 3.09396 -3.61210 0.01 -0.07 0.23
C 4.21450 2.41759 -4.31827 -0.18 0.00 -0.04
O 4.58158 1.63085 -5.44275 0.03 0.04 -0.01
C 5.24972 0.39799 -5.21740 0.08 -0.02 -0.11
C 4.37537 -0.69599 -4.64537 0.10 -0.07 0.23
O 4.08788 -0.46242 -3.27860 -0.15 0.25 -0.10
C 2.78539 -0.85584 -2.90222 0.11 -0.02 0.06
H 7.68301 3.33902 -2.14039 0.07 0.04 -0.06
H 8.02495 1.61428 -2.40135 -0.03 0.01 0.06
H 7.90706 2.69925 -3.79733 0.01 0.05 0.01
H 5.99531 3.59912 -4.35604 0.02 -0.01 -0.01
H 4.96537 3.84788 -2.92250 -0.03 0.11 -0.12
H 3.58013 3.20728 -4.72892 0.03 0.01 -0.03
H 3.60045 1.84876 -3.61832 0.16 -0.07 0.11
H 6.15257 0.53544 -4.62030 -0.09 -0.01 0.18
H 5.56854 0.06965 -6.21027 -0.04 0.02 -0.01
H 4.90618 -1.65431 -4.72722 -0.03 -0.01 -0.18
H 3.45204 -0.75702 -5.23251 -0.02 0.01 0.01
H 2.03607 -0.43150 -3.58106 -0.03 -0.07 -0.01
H 2.59887 -0.46830 -1.90184 0.05 -0.05 0.03
H 2.69162 -1.94725 -2.88393 -0.11 0.01 -0.03

***

91
Properties=species:S:1:pos:R:3:forces:R:3 method="wB97M-V/def2-TZVPD" s2=8.76 e_homo_ha="-0.270 / -0.270" multiplicity=6 orbital_gap_ev="6.26 / 6.26"
Sm -1.06545 -1.29508 0.41978 -0.81 0.60 1.49
O -3.35924 -4.08181 -2.19081 -0.01 0.48 0.18
C -4.36770 -3.28207 -2.58896 -0.40 -0.45 0.35
C -5.05605 -3.64462 -3.76235 0.04 -0.07 -0.65
C -6.09835 -2.87346 -4.22834 -0.76 0.72 -0.17
C -6.56370 -1.75552 -3.49206 1.06 -0.24 0.53
C -5.88926 -1.37165 -2.33234 0.46 -1.43 0.33
C -4.78946 -2.16827 -1.82750 -0.61 0.65 -1.12
C -3.95826 -1.74626 -0.67331 0.88 -0.70 -0.58
O -2.97044 -2.55808 -0.29610 -0.45 1.03 0.30
N -4.14037 -0.56012 -0.19517 -0.03 1.30 0.90
N -3.24675 -0.30860 0.85967 0.14 1.02 0.91
C -3.45378 0.73058 1.63708 -0.69 -0.74 -0.52
C -2.85393 1.02573 2.93351 1.81 -1.31 -0.14
C -3.38771 2.01346 3.77685 0.38 -0.35 0.13
C -2.75676 2.36756 4.97807 -1.05 -0.05 -1.66
C -1.61787 1.70291 5.35762 0.26 -0.64 -0.11
C -1.11815 0.65106 4.61095 0.49 -0.96 -0.34
C -1.68955 0.23811 3.38440 -1.31 0.69 0.00
O -1.27032 -0.81609 2.72485 0.53 0.73 -0.64
H -3.00253 -3.62097 -1.35117 -0.22 -0.50 -0.58
H -4.73704 -4.52712 -4.33787 0.01 0.50 0.46
H -6.60884 -3.05803 -5.19942 0.52 -0.27 0.86
H -7.42517 -1.20406 -3.83213 -0.02 0.14 -0.07
H -6.24031 -0.53753 -1.73010 0.20 -0.07 -0.16
H -4.20482 1.46576 1.35737 -0.53 -0.26 -0.22
H -4.37079 2.42056 3.54641 0.31 0.28 -0.22
H -3.19458 3.17537 5.51556 -0.09 0.32 0.68
H -1.16246 1.93665 6.29511 0.36 0.18 0.43
H -0.28605 0.02345 4.96447 -0.30 0.49 -0.04
C 2.93688 -1.81356 -0.86593 0.47 -0.37 0.00
P 2.20894 -0.72509 0.41533 -0.66 -0.87 0.49
C 2.85013 0.84647 -0.27046 -1.09 0.64 -0.17
N 4.07939 0.91732 -0.63700 1.89 1.84 -0.15
C 4.56942 2.20178 -0.91196 -1.35 0.65 -0.01
C 5.93874 2.43949 -1.16902 -0.16 -1.29 -0.24
C 6.41711 3.70239 -1.30840 1.16 0.43 -0.04
C 5.57148 4.81507 -1.19788 0.12 1.15 -0.52
C 4.22664 4.67117 -1.01607 -0.21 -0.52 0.14
C 3.69185 3.36724 -0.85611 0.48 -0.83 1.18
N 2.36803 3.24519 -0.47606 0.85 -1.52 -1.25
C 1.97285 1.99213 -0.33220 -0.71 0.68 0.17
P 0.14119 1.68906 -0.22466 -1.66 0.62 0.37
C -0.22372 2.93803 1.08332 -0.56 0.44 0.56
C -0.72125 2.53151 -1.71933 -0.65 0.92 0.24
C -0.44859 4.07371 -1.79329 0.52 -0.33 0.17
C -0.22382 1.81426 -2.96286 -0.20 0.15 -1.23
C -2.31007 2.43527 -1.60989 0.26 -0.49 0.07
C 3.22537 -0.88026 2.03145 0.46 -0.36 0.12
C 3.05826 0.42697 2.86017 0.44 -0.61 -0.05
C 4.70732 -1.15888 1.68633 0.24 0.00 1.30
C 2.77760 -2.08821 2.94061 -0.66 0.29 -0.59
H 4.00335 -1.54299 -0.99540 -0.53 -0.41 0.02
H 2.38725 -1.65662 -1.81948 0.33 -0.04 0.75
H 2.79986 -2.87323 -0.56538 0.22 0.53 -0.23
H 6.58736 1.56758 -1.27289 -0.13 0.25 0.12
H 7.49821 3.88294 -1.49361 -0.92 -0.28 0.15
H 6.00334 5.82307 -1.32956 -0.30 -0.64 0.16
H 3.53282 5.50595 -0.96386 0.19 -0.08 0.05
H 0.33807 3.84797 0.83969 -0.01 -0.22 0.14
H 0.11352 2.56688 2.07014 -0.26 0.14 -0.43
H -1.30715 3.24670 1.16194 1.05 -0.71 -0.14
H 0.62596 4.29306 -1.93011 -0.48 -0.12 0.19
H -0.80428 4.58965 -0.87835 0.22 -0.29 -0.55
H -0.96920 4.51923 -2.65120 -0.06 -0.26 0.13
H 0.87473 1.76199 -2.99085 -0.20 0.06 -0.04
H -0.55612 2.34534 -3.90866 0.31 -0.50 1.05
H -0.60864 0.78384 -3.02871 0.12 0.28 0.11
H -2.67090 3.02714 -0.73123 0.22 -0.52 -0.71
H -2.76185 1.39479 -1.56435 0.75 1.04 0.07
H -2.71645 2.91084 -2.53946 0.32 -0.33 0.76
H 3.40445 1.32487 2.34623 -0.12 -0.02 -0.18
H 3.69505 0.33486 3.75388 -0.20 -0.03 -0.15
H 2.02981 0.55885 3.20422 -0.03 0.03 -0.14
H 5.18716 -0.36979 1.12429 -0.07 0.19 -0.27
H 4.84303 -2.11215 1.14941 -0.10 0.35 0.28
H 5.25279 -1.20966 2.66727 -0.29 -0.18 -0.79
H 1.69698 -2.05916 3.22415 0.70 0.05 -0.36
H 3.35276 -2.10941 3.88214 -0.07 0.26 -0.41
H 2.99906 -3.03376 2.42344 -0.24 0.18 0.12
S -0.24223 -2.01510 -2.07199 -0.18 0.41 -0.54
C -0.21523 -3.50715 -1.20436 0.87 -1.05 -0.63
C -0.04449 -4.74505 -1.89962 -0.20 1.09 0.39
C 0.10371 -5.88421 -1.17555 -0.35 -1.02 0.06
C -0.00651 -5.88395 0.22853 0.42 0.22 0.05
C -0.13778 -4.64727 0.82662 -0.29 -0.74 -0.52
N -0.22233 -3.49881 0.14065 0.10 -0.19 -0.33
H -0.04230 -4.75444 -2.98008 0.04 0.11 0.04
H 0.23159 -6.81810 -1.72702 0.02 0.15 0.31
H 0.05770 -6.81319 0.81246 -0.05 0.64 -0.29
H -0.24121 -4.53446 1.87656 0.05 -0.06 0.88